155
Properties=species:S:1:pos:R:3 method="wB97M-V/def2-TZVPD" multiplicity=3 total_charge=+1 gap_ha="0.2937 / 0.2611"
H 2.209 -0.315 2.438
N -2.086 -2.045 2.785
C 0.165 2.723 1.014
C 6.073 -4.923 0.914
H 0.361 2.504 -4.371
H 2.186 -0.667 11.059
H 3.624 2.604 -2.689
O 2.170 -2.033 3.488
H 3.320 -4.411 -2.953
H -1.616 4.440 -0.986
H -2.366 2.018 -1.294
H 0.681 -2.231 4.980
C -6.372 2.351 3.412
O -5.247 2.082 2.601
H -2.396 7.884 -2.057
O 2.334 -1.280 9.126
O 0.828 -0.200 -0.166
C 1.587 -1.320 -5.031
H 0.021 1.246 -2.266
C 0.967 2.728 -3.490
N -3.378 0.138 -2.920
H 4.429 -4.107 2.598
N 3.044 -3.245 6.131
H -2.940 8.663 -0.582
C 3.929 -4.236 1.635
H -0.050 7.572 -2.374
C -2.092 8.574 -1.261
H -3.464 -2.510 -2.589
H 0.494 5.798 -0.058
H 3.117 0.283 -7.498
H 4.361 -2.514 -4.388
O 3.380 -2.384 -2.541
C 2.087 4.085 0.448
C 2.575 -3.965 -1.012
C -2.857 1.438 -3.376
H 4.582 -2.479 0.491
H 2.493 0.626 -3.716
H 2.024 -2.045 -4.346
O 2.627 -0.694 -5.750
H 4.612 -3.976 -1.923
C -3.951 -2.139 -3.503
O -2.078 3.487 -2.734
C 2.380 5.521 0.118
H -4.992 0.056 3.070
C -4.185 0.630 1.081
H 3.428 -2.154 1.729
C 3.214 3.484 -3.204
H -4.657 -4.951 -4.964
H -1.917 -1.295 3.450
H 1.630 -4.013 -1.554
N 2.563 -2.874 -0.027
C 3.241 -1.787 8.173
H -2.828 -0.195 -2.139
H 6.376 -3.975 0.464
H -3.306 1.225 1.346
C -2.108 4.670 -1.937
H 1.623 1.685 -1.644
H 0.060 2.333 -0.002
Ni 2.257 -0.976 -1.368
H -0.786 2.823 1.533
N 1.671 0.356 -3.176
H -5.056 -5.408 0.625
H -1.378 -2.066 2.005
O -1.501 -0.561 -0.868
O 2.210 3.054 -4.094
H -3.855 2.763 -1.920
O 0.453 -1.872 -1.573
H -3.453 1.899 -4.162
H -7.270 2.517 2.807
C -2.843 2.442 -2.188
H 1.694 0.841 -6.651
H 1.506 -4.593 5.529
H 1.413 -0.178 3.978
C 1.032 1.543 -2.547
H 1.399 8.030 0.336
H -3.735 -5.353 1.665
C -4.749 -4.942 1.564
H 4.060 3.940 -3.715
C 1.304 -2.815 4.299
H 1.608 -3.019 7.562
H 0.691 -3.407 3.608
H 3.306 -1.944 10.772
H 2.570 6.037 1.072
H -4.458 -4.668 -3.242
C -5.174 0.715 2.214
C 3.673 -2.871 0.952
H 2.883 4.197 -2.445
C 0.807 -0.337 -4.151
H 1.794 -1.575 6.575
H 3.721 -2.667 5.641
H -2.886 -0.624 0.098
C 4.393 -1.939 -3.462
C -4.278 -3.048 0.213
H 0.898 -1.840 -5.699
H 6.418 -5.045 1.947
C 3.567 -3.724 -2.136
H -1.848 1.300 -3.781
S -0.253 -1.176 -0.485
H -4.594 1.076 0.167
H 6.611 -5.728 0.412
H -1.603 5.526 -2.378
O -0.424 -2.033 0.711
H -3.192 -3.104 0.076
H -2.093 -2.927 3.290
N -3.683 -0.708 0.752
C 2.959 -0.988 10.362
C 2.153 -3.816 5.121
H -4.895 -1.171 -0.851
O -4.028 -3.104 -4.524
C -3.393 -0.807 -4.039
H -5.646 -1.501 0.680
H -5.889 -3.988 -4.173
H -2.974 -1.832 2.291
H 2.300 7.782 -1.201
H 3.919 -0.998 7.832
H 0.286 0.386 -4.788
H 4.101 -0.921 -3.714
C 2.347 -2.377 7.076
H 2.838 -4.291 4.416
H 1.709 -2.931 0.525
H 0.801 2.037 1.584
H 0.569 -0.877 2.583
H -5.349 -5.193 2.431
H -4.949 -1.934 -3.089
H 0.461 3.594 -3.055
H -3.158 4.917 -1.755
H 2.737 -4.967 -0.612
C -4.693 -1.572 0.152
C 0.185 8.110 -1.449
H -6.174 3.282 3.940
H 1.953 3.543 -0.499
H -6.169 0.422 1.855
H -0.003 -0.838 -3.621
H 3.734 -0.224 10.275
H 2.782 3.598 1.133
C 1.370 7.586 -0.664
H -4.840 -3.624 -0.525
H 5.392 -1.983 -3.031
H -2.395 -1.035 -4.429
H 2.938 -4.656 1.815
H 0.343 9.147 -1.780
H 1.628 -0.703 -7.603
H 3.834 -2.606 8.595
C 2.232 -0.058 -6.965
O 4.681 -5.108 0.824
H -4.139 -0.474 -4.756
C 1.523 -0.838 3.109
H -6.664 1.593 4.144
O -4.649 -3.520 1.505
O 0.740 4.004 0.931
O -0.946 8.112 -0.601
N 1.275 6.128 -0.621
C -4.822 -4.221 -4.171
H 3.276 5.558 -0.509
H -2.023 9.565 -1.724



157
Properties=species:S:1:pos:R:3 method="wB97M-V/def2-TZVPD" total_charge=+1 de_lowest_kcal_mol=38.96 gap_ha=0.2325
O 25.511 -19.682 5.332
H 26.279 -21.188 9.585
C 27.458 -14.584 12.845
H 23.165 -13.614 13.243
H 27.270 -24.448 10.363
H 22.640 -16.027 13.079
H 22.665 -20.660 4.667
C 25.005 -11.781 9.460
H 29.298 -19.516 11.465
H 22.408 -22.266 7.281
C 25.505 -13.914 6.015
C 22.333 -20.766 5.702
H 22.899 -17.287 14.968
H 22.273 -14.208 11.550
H 24.840 -25.030 9.284
H 21.498 -15.806 11.623
H 23.383 -13.794 14.993
O 31.083 -20.726 6.294
H 25.552 -16.705 8.240
C 20.119 -14.150 11.322
H 26.132 -21.556 6.878
H 31.169 -18.936 7.157
H 25.310 -18.837 3.530
H 23.249 -22.345 11.405
H 27.565 -23.776 8.723
H 28.398 -18.328 10.659
H 28.492 -22.214 10.490
H 23.680 -22.386 6.072
C 30.389 -19.523 6.673
H 27.711 -13.625 5.880
O 28.847 -14.494 12.685
H 24.133 -10.498 8.279
H 20.215 -21.606 11.815
Y 22.316 -17.527 6.254
C 26.754 -13.432 12.135
H 28.695 -18.950 7.897
H 19.766 -14.354 12.333
O 24.548 -18.416 8.895
O 29.652 -14.405 9.886
C 28.295 -19.078 11.452
H 22.985 -24.990 6.845
H 21.785 -14.045 14.268
H 28.732 -17.819 13.209
H 27.433 -22.289 5.989
C 24.772 -16.454 10.236
H 30.281 -13.931 9.335
C 21.472 -14.826 11.137
H 25.538 -14.572 6.898
H 24.269 -15.738 13.774
H 27.593 -19.824 11.080
H 28.891 -16.602 7.480
H 30.067 -18.945 5.802
O 24.219 -17.891 4.917
H 24.589 -18.666 12.797
O 22.781 -16.331 15.123
C 21.178 -19.188 8.970
F 27.752 -18.057 4.225
H 27.052 -12.511 12.643
H 21.251 -20.641 5.804
H 19.386 -14.502 10.595
C 25.736 -19.212 8.929
H 26.501 -20.893 3.915
H 29.426 -23.587 11.129
C 22.621 -19.173 12.145
H 29.831 -22.972 9.593
C 28.966 -23.161 10.234
O 23.029 -19.834 6.540
C 28.753 -15.146 9.086
H 27.524 -20.110 5.112
C 29.249 -19.848 7.607
C 22.857 -14.186 14.122
H 20.556 -23.733 11.959
H 29.586 -20.396 8.485
H 24.737 -21.111 8.830
C 24.665 -17.017 8.803
H 23.150 -23.939 12.124
O 24.337 -13.129 6.025
C 26.785 -13.071 6.041
O 28.781 -25.375 9.389
H 25.670 -12.638 9.377
H 21.973 -20.048 12.166
H 19.084 -18.914 9.687
H 24.320 -23.583 8.406
H 23.078 -11.357 10.479
H 25.801 -22.571 5.447
H 27.082 -15.538 12.445
H 29.063 -14.291 11.763
H 24.880 -25.902 5.845
H 24.084 -19.155 15.076
H 28.487 -20.436 7.086
H 21.411 -23.681 10.397
O 20.767 -18.631 7.686
C 25.392 -20.552 9.508
H 27.044 -13.402 11.084
C 25.377 -18.500 4.573
H 28.827 -19.762 14.030
H 23.989 -19.985 6.388
O 23.380 -19.002 14.436
F 25.014 -15.142 10.251
H 24.387 -12.534 6.799
O 23.577 -16.627 8.043
H 28.170 -26.008 8.998
C 27.980 -18.504 12.812
H 21.219 -20.278 8.964
O 27.918 -19.576 13.778
C 26.458 -21.813 5.872
C 29.528 -16.193 8.272
H 20.250 -19.009 11.008
O 20.739 -21.873 11.054
C 24.051 -24.608 8.666
H 24.083 -12.608 11.261
H 27.033 -17.966 12.858
O 21.667 -15.012 9.730
H 25.669 -13.433 12.260
H 22.521 -15.443 9.593
C 20.119 -18.702 9.973
H 28.226 -14.476 8.394
C 23.808 -25.437 7.413
H 22.032 -18.258 12.239
C 23.787 -19.336 13.121
H 20.138 -17.607 9.990
O 25.035 -25.409 6.658
F 23.662 -16.660 10.958
F 26.456 -16.355 4.244
F 25.757 -17.124 10.848
H 25.561 -10.955 9.908
C 23.187 -15.657 13.956
H 26.604 -18.796 9.443
C 22.619 -22.172 6.218
H 24.118 -20.376 13.081
O 24.533 -11.365 8.168
H 24.929 -20.523 10.495
H 23.034 -19.055 11.139
C 26.606 -17.572 4.754
H 20.171 -13.075 11.150
H 19.909 -19.042 7.513
H 22.157 -18.845 9.297
H 23.087 -24.556 9.175
H 22.113 -22.919 5.604
H 30.392 -15.766 7.765
H 26.741 -12.214 5.368
H 23.233 -12.940 9.773
C 26.554 -20.589 4.963
H 22.526 -22.602 13.060
C 23.789 -12.165 10.306
H 26.899 -12.614 7.030
H 27.192 -14.594 13.904
F 26.842 -17.489 6.091
H 28.034 -15.669 9.717
C 28.036 -24.182 9.625
H 30.474 -21.198 5.714
C 22.634 -22.976 12.044
C 21.270 -23.175 11.352
H 25.463 -14.593 5.166
H 23.609 -26.502 7.551
H 26.037 -19.339 7.882
H 29.750 -17.036 8.926



152
Properties=species:S:1:pos:R:3 method="wB97M-V/def2-TZVPD" total_charge=0 de_lowest_kcal_mol=6.62 smiles=COC[C@H](C)N.COC[C@H](C)N.COC[C@H](C)N.COC[C@H](C)N.COCCNCCOC.COCCNCCOC.CCO.CCO.CCO.CCO gap_ha=0.3175
H -3.593 -4.214 3.003
H -1.672 -2.822 -4.447
H -0.057 -3.353 -4.520
H 5.405 -3.317 0.561
H 2.774 10.594 -3.396
C 1.509 0.426 2.018
H 1.263 9.333 -4.623
H 0.904 4.783 4.295
H 0.748 6.871 -4.114
H 2.379 9.129 1.398
H 1.433 4.321 -2.939
H 3.767 6.905 -0.264
H -3.545 -6.480 6.319
C -0.651 -2.436 -4.578
H 1.886 8.316 -5.901
H -1.692 -2.474 3.774
H 2.239 -0.153 2.592
C 3.132 5.721 -2.859
H -3.642 -3.203 -0.166
H -3.448 1.319 -0.781
H -0.144 -0.616 2.815
C 2.741 5.757 1.913
H 2.452 3.912 4.102
H 1.500 -0.767 -4.497
H 3.371 9.149 -2.626
H -2.902 -6.951 -0.293
H 3.633 -3.886 5.285
C -2.150 4.583 -4.085
H -3.676 -6.410 -1.732
H -1.421 5.099 -3.459
C 1.303 -1.186 -3.510
H 0.030 -1.701 -1.390
H 1.398 3.820 2.755
H -3.094 3.093 -5.857
O 3.404 -3.851 0.236
C 1.949 4.975 -2.231
H 4.554 -1.997 3.129
C -0.218 -1.524 -3.448
H 1.199 2.593 -1.293
H -1.964 -4.776 1.370
C -5.980 -9.559 -0.607
H -0.454 0.573 6.603
H 4.614 8.148 0.351
H -2.510 -0.494 5.721
C -3.842 -6.509 -0.660
O 2.736 -3.106 2.865
H 1.554 -0.541 -2.668
H 3.486 6.503 -2.183
C 2.008 8.563 -4.842
H 1.930 -2.071 -3.364
O -4.791 -8.815 -0.689
H -5.432 -7.341 0.686
H -1.452 -3.340 0.480
O -0.533 -1.743 -5.791
C -4.981 -7.458 -0.305
C -3.063 -5.921 4.367
H 1.266 1.332 2.580
C -3.553 -4.503 4.065
O -0.992 -5.204 -0.346
O 3.335 9.041 -4.711
H -0.394 2.481 5.159
H -1.819 1.867 -0.517
H 3.596 6.704 -4.597
N -0.541 -2.098 -2.134
C -1.638 3.167 -4.394
H 4.964 -3.496 -1.118
C -1.370 2.351 -3.133
C -3.164 -4.164 -0.341
H 0.516 3.906 -0.230
C 0.312 -5.511 0.080
H -2.184 0.398 -1.522
H 4.614 -2.400 5.541
H -3.851 -7.586 5.186
C 1.732 7.320 -3.986
N -3.925 -6.597 5.386
H 4.466 10.274 -3.569
H 3.701 7.710 2.490
H 1.691 7.866 0.280
H -4.163 -6.843 2.759
O -0.056 1.653 4.802
H 1.220 5.738 -1.922
C 0.260 -0.394 1.824
H 0.029 -0.318 5.161
N 2.777 6.312 -4.157
C 4.009 -2.878 3.482
C 3.500 9.778 -3.507
C 1.664 4.471 3.586
H -4.622 -4.454 4.298
H 2.029 0.707 1.100
H 1.891 2.964 0.301
H -2.984 -4.228 -1.416
C 1.418 3.393 -0.585
H -2.567 -1.455 -6.312
H -2.436 1.188 5.173
O -2.966 -3.519 4.882
H -3.112 4.455 -3.589
H 1.100 -2.115 1.709
H -1.326 -2.510 5.428
C 3.254 7.173 1.651
H 3.865 4.930 -3.029
H -2.369 5.109 -5.014
H 0.213 -5.997 1.060
H -6.685 -9.286 0.185
H -0.384 -3.088 -1.953
H -0.859 -3.955 4.520
H -0.564 2.804 -2.553
N -2.589 2.450 -5.265
C -1.615 -3.177 4.613
H -1.848 -0.221 -5.287
H -1.093 1.363 -3.512
H -1.431 -0.334 -6.985
H -4.346 -5.350 0.962
C 3.788 -2.845 4.993
H -6.511 -9.569 -1.563
C -1.857 -4.362 0.358
H 2.841 -2.351 5.213
C -1.983 0.193 5.063
H 3.485 5.044 1.522
H 1.925 5.534 1.206
H -2.049 -5.947 4.771
H 1.705 7.778 -2.983
C -3.131 -6.830 3.131
H 0.813 -6.249 -0.543
C 4.593 -3.148 -0.151
O 2.310 5.723 3.246
H 1.263 7.931 2.026
C -0.542 0.551 5.516
H 4.082 -1.365 0.813
H 3.377 -1.508 -0.859
N 4.247 7.234 0.570
H 5.066 -1.107 -0.662
H 4.594 -3.771 3.235
N -4.126 -5.239 -0.014
C -1.633 -0.924 -6.095
H -3.253 1.973 -4.662
C 4.243 -1.670 -0.221
H -2.507 -6.651 2.258
H 3.480 -4.770 -0.038
H -5.677 -10.580 -0.363
C 2.049 8.097 1.283
H -2.066 -0.115 4.025
O 0.575 -1.582 1.099
O -2.563 2.274 -2.386
H 2.961 -3.362 1.952
O 2.361 4.345 -1.031
H -0.691 3.113 -4.943
H -3.013 -7.875 3.430
H -0.435 0.165 1.196
H 0.878 -4.576 0.106
C -2.479 1.424 -1.274
H -0.686 -0.546 -3.363
H -5.806 -7.127 -0.960



Results for M: 971.9 1020.0 807.2 (in g mol⁻¹, following the order of the records).